{
  "formula": "C43H43IrN3O4P3Se2",
  "method": "ωB97M-V/def2-TZVPD",
  "symbols": ["Ir", "Se", "P", "Se", "C", "C", "C", "C", "C", "C", "C", "C", "C", "C", "C", "C", "H", "H", "H", "H", "H", "H", "H", "H", "H", "H", "C", "P", "C", "C", "C", "P", "C", "C", "H", "H", "H", "H", "H", "H", "H", "H", "H", "H", "H", "H", "H", "H", "H", "H", "O", "C", "O", "C", "C", "C", "C", "C", "C", "C", "C", "C", "N", "H", "H", "H", "H", "H", "H", "O", "C", "N", "C", "C", "O", "N", "C", "C", "C", "C", "C", "C", "C", "C", "C", "C", "C", "C", "H", "H", "H", "H", "H", "H", "H", "H", "H", "H", "H"],
  "coordinates": [[0.495829, -0.960135, -1.521035], [-1.418332, 1.198916, 1.664065], [-3.649849, 1.018204, 1.481976], [-4.251325, 0.012170, -0.276246], [-4.161068, 2.768687, 1.462162], [-3.434720, 3.604375, 0.608892], [-3.784794, 4.932984, 0.450860], [-4.876448, 5.451119, 1.134300], [-5.619820, 4.625071, 1.959936], [-5.270357, 3.291119, 2.119992], [-4.126623, 0.083793, 2.969671], [-3.448124, -1.128767, 3.111214], [-3.753724, -1.988682, 4.149775], [-4.736318, -1.648596, 5.070405], [-5.413812, -0.449042, 4.936265], [-5.117969, 0.412647, 3.887933], [-2.591210, 3.205926, 0.061854], [-3.205188, 5.565895, -0.208357], [-5.151599, 6.490488, 1.014142], [-6.484393, 5.012042, 2.482490], [-5.895851, 2.676760, 2.744309], [-2.682086, -1.418018, 2.404714], [-3.219682, -2.925950, 4.234430], [-4.974267, -2.318019, 5.886612], [-6.183767, -0.175177, 5.645333], [-5.679464, 1.327987, 3.817361], [3.931233, -0.546205, -1.872240], [2.393209, -0.832589, -2.789907], [2.840506, -2.303761, -3.748562], [2.302279, 0.629445, -3.896920], [0.856144, 1.025463, -4.191802], [-0.205794, 0.802198, -2.707681], [-1.892409, 0.759344, -3.327288], [-0.039314, 2.370438, -1.836372], [4.744114, -0.443563, -2.593528], [4.153840, -1.388869, -1.217547], [3.874409, 0.364138, -1.277791], [3.794072, -2.132703, -4.250409], [2.089431, -2.573495, -4.484589], [2.954599, -3.131229, -3.046503], [2.880387, 0.466269, -4.807443], [2.801115, 1.428744, -3.341773], [0.436518, 0.434413, -5.009153], [0.786873, 2.069452, -4.503544], [-2.106759, 1.674586, -3.880958], [-2.581230, 0.667349, -2.481820], [-2.026321, -0.102135, -3.983493], [-0.497988, 3.160215, -2.434814], [1.011572, 2.596869, -1.664180], [-0.521021, 2.305608, -0.861601], [-1.679026, -3.051613, 0.950778], [-1.327114, -2.432139, -0.023270], [-0.972315, -1.179516, -0.069941], [-1.352362, -3.090715, -1.391737], [-2.125956, -4.246504, -1.564878], [-2.293336, -4.741320, -2.821710], [-1.702813, -4.066256, -3.914669], [-1.894751, -4.490287, -5.251117], [-1.349546, -3.797087, -6.291880], [-0.582106, -2.641738, -6.035471], [-0.368678, -2.220910, -4.753614], [-0.916411, -2.921751, -3.661284], [-0.721288, -2.475815, -2.377542], [-2.573132, -4.683057, -0.684093], [-2.893554, -5.623966, -3.003488], [-2.494479, -5.373972, -5.428407], [-1.509681, -4.122472, -7.310276], [-0.161430, -2.084185, -6.862356], [0.214188, -1.336008, -4.546822], [1.662469, -2.359650, -0.142899], [1.989211, -1.328374, 0.505847], [2.695162, -1.192159, 1.623251], [2.911775, 0.227298, 1.915832], [2.096417, 0.885651, 0.756756], [1.952211, 2.070463, 0.579836], [1.594967, -0.131495, -0.001703], [2.351825, 0.644698, 3.269051], [2.331784, 1.994365, 3.610511], [1.839230, 2.394258, 4.841203], [1.368037, 1.454324, 5.747871], [1.385567, 0.111494, 5.411231], [1.872898, -0.292504, 4.175023], [4.403695, 0.572853, 1.783502], [5.357066, -0.360767, 2.180946], [6.709766, -0.068022, 2.107450], [7.130458, 1.166519, 1.635036], [6.187262, 2.104897, 1.248184], [4.831163, 1.814573, 1.323868], [3.037402, -1.970865, 2.156953], [2.692296, 2.735029, 2.910421], [1.824734, 3.446393, 5.093277], [0.986293, 1.769377, 6.709732], [1.012905, -0.629624, 6.105671], [1.843702, -1.345164, 3.927913], [5.058117, -1.326144, 2.569197], [7.434906, -0.804845, 2.426758], [8.185864, 1.396830, 1.577745], [6.503529, 3.075233, 0.888203], [4.108528, 2.558877, 1.022022]],
  "forces_ev_per_a": [[0.5, -0.3, 0.0], [-0.1, -0.1, 0.0], [0.0, 0.1, 0.1], [0.1, 0.0, 0.0], [0.0, 0.0, 0.0], [0.0, 0.0, 0.0], [0.0, 0.0, 0.0], [0.0, 0.0, 0.0], [0.0, 0.0, 0.0], [-0.1, 0.0, 0.0], [0.0, 0.0, 0.0], [0.0, 0.0, 0.0], [0.0, 0.0, 0.0], [0.0, 0.0, 0.0], [0.0, 0.0, 0.0], [0.0, 0.0, 0.0], [0.0, 0.0, 0.0], [0.0, 0.0, 0.0], [0.0, 0.0, 0.0], [0.0, 0.0, 0.0], [0.0, 0.0, -0.1], [0.0, 0.0, -0.1], [0.0, 0.0, 0.0], [0.0, 0.0, 0.0], [0.0, 0.0, 0.0], [0.1, 0.0, 0.0], [0.0, 0.1, 0.0], [-0.1, -0.2, 0.0], [0.1, 0.0, -0.1], [0.0, 0.0, 0.0], [0.0, 0.0, -0.1], [-0.2, 0.1, 0.1], [-0.1, -0.1, 0.0], [0.0, 0.0, 0.0], [0.0, 0.0, 0.0], [0.0, 0.0, 0.0], [0.0, 0.0, 0.0], [0.0, 0.0, 0.0], [0.0, 0.0, 0.0], [0.0, 0.0, 0.0], [0.0, 0.0, 0.0], [0.0, 0.0, 0.0], [0.0, 0.1, 0.1], [0.0, 0.0, 0.0], [0.0, 0.0, 0.0], [0.0, 0.0, 0.0], [0.0, 0.0, 0.0], [0.0, 0.0, 0.0], [0.0, 0.0, 0.0], [0.0, 0.0, 0.0], [-0.1, 0.0, 0.0], [-0.1, 0.2, 0.1], [0.3, -0.2, -0.2], [-0.1, -0.1, 0.1], [0.0, -0.1, -0.1], [0.0, 0.0, 0.0], [0.0, 0.0, 0.0], [0.0, 0.0, 0.0], [0.0, 0.0, 0.0], [0.0, 0.0, 0.0], [0.0, 0.0, 0.1], [0.1, 0.0, -0.1], [-0.1, 0.4, 0.0], [0.0, 0.0, 0.0], [0.0, 0.0, 0.0], [0.0, 0.0, 0.0], [0.0, 0.0, 0.0], [0.0, 0.0, 0.0], [-0.1, -0.2, 0.0], [-0.2, 0.3, 0.2], [-0.1, -0.1, 0.0], [0.0, 0.0, 0.0], [0.2, 0.0, -0.1], [-0.2, 0.0, 0.1], [0.0, 0.0, -0.1], [0.2, 0.0, -0.2], [0.0, 0.0, 0.0], [0.0, 0.0, 0.0], [0.0, 0.0, 0.0], [0.0, 0.0, 0.0], [0.0, 0.0, 0.0], [-0.1, 0.0, 0.0], [0.0, 0.0, 0.0], [0.0, 0.0, 0.0], [0.0, 0.0, 0.0], [0.0, 0.0, 0.0], [0.0, 0.0, 0.0], [0.0, 0.0, 0.0], [0.0, 0.0, 0.0], [0.0, 0.0, 0.0], [0.0, 0.0, 0.0], [0.0, 0.0, 0.0], [0.0, 0.0, 0.0], [0.0, 0.0, 0.0], [0.0, 0.0, 0.0], [0.0, 0.0, 0.0], [0.0, 0.0, 0.0], [0.0, 0.0, 0.0], [0.0, 0.0, 0.0]],
  "mulliken_charge": [1.836, 0.105, 0.790, -0.329, 0.557, -0.005, -0.680, -0.453, -0.834, -0.433, 0.994, -0.133, -0.912, -0.439, -0.842, -0.352, 0.128, 0.400, 0.387, 0.402, 0.379, -0.083, 0.465, 0.389, 0.401, 0.070, -1.269, 0.902, -1.490, -1.079, -1.369, 0.756, -0.961, -0.832, 0.693, 0.352, 0.191, 0.509, 0.352, 0.366, 0.522, 0.441, 0.329, 0.695, 0.547, -0.039, 0.219, 0.641, 0.380, -0.199, -0.698, -0.134, -0.225, 0.969, -1.027, -0.840, 0.778, -0.767, -0.848, -0.611, 0.473, 0.001, 0.123, 0.604, 0.460, 0.436, 0.421, 0.475, -0.387, -0.850, -0.795, 0.546, 3.534, -1.251, -0.608, 0.424, -0.334, 0.016, -1.036, -0.587, -0.936, -0.094, -0.209, -0.524, -0.970, -0.485, -1.094, 0.102, 0.421, 0.355, 0.442, 0.437, 0.445, 0.322, 0.334, 0.422, 0.424, 0.435, 0.445],
  "total_charge": 1,
  "de_lowest_kcal_mol": 31.8,
  "multiplicity": 2,
  "e_tot_ev": -219347.8442,
  "s2": 0.75
}